No. 1
Below is C13H18CoF7N3O4SSbSi as an isolated structure at a distorted geometry, with properties calculated with ωB97M-V/def2-TZVPD.

Structure (XYZ):
```
49
Properties=species:S:1:pos:R:3:lowdin_charge:R:1
Co -0.095 -0.252 -0.387 0.705
F 1.787 2.708 4.793 0.116
C 1.066 1.591 4.829 -0.186
C 0.072 1.381 3.980 0.059
N -0.689 0.200 4.025 0.006
C -1.685 -0.062 3.019 -0.013
C -1.087 -0.314 1.686 -0.478
O -1.751 -0.537 0.635 0.020
O 0.182 -0.284 1.458 0.029
C -0.454 -0.794 4.961 -0.462
O -1.085 -1.829 4.987 0.098
N 0.563 -0.505 5.842 0.226
C 1.423 0.602 5.850 -0.380
O 2.337 0.690 6.623 0.142
H -0.202 2.113 3.231 0.142
H -2.392 0.765 2.911 0.168
H -2.244 -0.954 3.307 0.157
H 0.750 -1.214 6.537 0.176
C 1.057 -0.871 -3.872 -0.159
Si -0.688 -1.192 -3.363 0.484
C -1.814 0.157 -3.890 -0.152
C -1.363 -2.842 -3.949 -0.130
C -0.759 -1.753 -1.519 -0.051
H 1.149 -0.975 -4.956 0.055
H 1.782 -1.551 -3.416 0.035
H 1.329 0.156 -3.614 0.041
H -1.888 0.084 -4.979 0.059
H -1.441 1.148 -3.638 0.012
H -2.820 0.064 -3.475 0.059
H -1.330 -2.740 -5.040 0.063
H -2.396 -2.970 -3.625 0.055
H -0.785 -3.719 -3.653 0.051
H -0.088 -2.573 -1.242 0.066
H -1.763 -1.955 -1.149 0.061
F -0.333 1.258 -1.492 -0.371
Sb -1.296 3.014 -0.907 1.447
F -1.315 3.389 -2.720 -0.306
F 0.465 3.642 -0.803 -0.327
F -2.129 4.531 -0.277 -0.296
F -0.986 2.259 0.805 -0.323
F -2.820 1.957 -1.043 -0.311
S 4.028 0.903 -1.000 1.156
C 3.931 -0.802 -0.947 -0.331
C 2.655 -1.190 -0.743 -0.193
N 1.774 -0.132 -0.632 -0.117
C 2.372 1.038 -0.758 -0.398
H 4.804 -1.427 -1.058 0.092
H 2.306 -2.206 -0.633 0.128
H 1.863 1.993 -0.703 0.079
```

Results
Net charge   +1
Spin multiplicity   2
Electronic energy   -108329.963 eV
Frontier orbital gap (alpha / beta)   4.73 / 5.86 eV

=====

No. 2
Below is C13H18CoIN3 as an isolated structure at a distorted geometry, with properties calculated with ωB97M-V/def2-TZVPD.

Structure (XYZ):
```
36
Properties=species:S:1:pos:R:3:lowdin_charge:R:1
C -2.280 0.869 -4.002 -0.211
C -2.128 -0.585 -4.064 -0.219
H -3.179 1.243 -3.469 0.077
H -1.795 1.467 -4.849 0.083
H -1.511 1.179 -3.205 0.047
H -1.806 -0.781 -3.026 0.027
H -2.980 -1.262 -4.140 0.065
H -1.216 -1.052 -4.439 0.068
Co 0.582 -0.021 -0.093 0.248
C 1.284 -0.018 -1.893 -0.244
H 1.432 -1.057 -2.226 -0.023
H 2.239 0.430 -1.573 -0.013
H 0.757 0.623 -2.631 -0.010
I -2.123 0.192 0.338 0.076
N 0.156 -0.059 2.911 0.128
C 0.375 1.215 2.344 -0.322
C 0.155 2.445 2.997 0.006
C 0.536 3.611 2.306 -0.054
C 0.903 3.659 0.958 -0.052
C 0.889 2.443 0.283 -0.093
N 0.847 1.298 1.067 -0.086
C 0.361 -1.332 2.313 -0.284
C 0.254 -2.566 2.997 0.022
C 0.651 -3.735 2.285 -0.043
C 0.937 -3.735 0.926 -0.067
C 0.798 -2.563 0.247 -0.080
N 0.709 -1.411 1.004 -0.072
H -0.075 -0.075 3.878 0.137
H -0.295 2.467 3.990 0.115
H 0.465 4.575 2.794 0.107
H 1.237 4.546 0.406 0.116
H 1.076 2.333 -0.805 0.115
H -0.099 -2.599 4.025 0.110
H 0.654 -4.679 2.798 0.103
H 1.302 -4.613 0.390 0.116
H 0.887 -2.450 -0.842 0.107
```

Results
Net charge   0
Spin multiplicity   4
Electronic energy   -63968.098 eV
Frontier orbital gap (alpha / beta)   7.17 / 7.41 eV

=====

No. 3
Below is C13H18F5N2O5PSSbSe4Y as an isolated structure, with properties calculated with ωB97M-V/def2-TZVPD.

Structure (XYZ):
```
51
Properties=species:S:1:pos:R:3:lowdin_charge:R:1
Y -0.033 -0.874 0.264 0.839
N -1.304 0.982 -0.689 -0.077
N -0.196 1.874 -0.366 -0.031
C 1.124 1.542 -0.949 -0.728
O 1.840 2.483 -1.223 0.033
O 1.385 0.282 -1.014 -0.175
H -1.472 0.844 -1.690 -0.029
H -2.124 1.363 -0.239 0.094
H -0.401 2.853 -0.527 0.116
Se 1.174 -4.720 5.429 -0.433
Sb 2.315 -5.560 3.452 0.021
Se 0.896 -3.202 1.260 -0.214
Se -0.255 -3.300 -0.814 -0.151
Se 4.592 -4.778 3.476 -0.404
C 3.633 -1.141 5.101 -0.086
C 2.749 -1.222 3.887 -0.285
O 1.919 -0.014 3.899 -0.305
P 1.149 0.505 2.607 0.804
O -0.404 -0.069 2.716 -0.428
C -1.077 -0.452 3.935 -0.260
C -1.625 -1.853 3.791 -0.087
O 0.878 2.023 3.110 -0.289
C 1.987 2.928 2.987 -0.301
C 2.619 3.183 4.339 -0.079
H 4.230 -2.049 5.143 0.041
H 3.028 -1.087 6.008 0.078
H 4.292 -0.271 5.046 0.069
H 2.089 -2.093 3.942 0.046
H 3.316 -1.263 2.956 0.110
H -1.853 0.295 4.106 0.114
H -0.342 -0.395 4.740 0.114
H -2.197 -1.954 2.863 0.076
H -2.298 -2.061 4.626 0.079
H -0.829 -2.605 3.792 0.024
H 1.593 3.847 2.552 0.114
H 2.723 2.526 2.283 0.110
H 1.877 3.576 5.034 0.076
H 3.428 3.910 4.243 0.074
H 3.020 2.258 4.749 0.062
F -4.355 2.460 -7.640 0.078
C -3.799 1.712 -6.663 -0.165
C -3.463 2.272 -5.449 -0.165
F -3.693 3.583 -5.239 0.085
C -2.900 1.494 -4.458 -0.245
F -2.601 2.135 -3.305 0.041
C -2.625 0.124 -4.587 -0.625
S -1.916 -0.858 -3.350 0.538
C -2.985 -0.395 -5.849 -0.260
F -2.787 -1.692 -6.121 0.061
C -3.553 0.365 -6.852 -0.162
F -3.880 -0.197 -8.031 0.087
```

Results
Net charge   -2
Electronic energy   -329675.866 eV
Relative energy (zero: lowest compared OMol25 entry of this formula, charge and spin)   212.6 kJ/mol
Frontier orbital gap   5.81 eV

=====

No. 4
Below is one molecule with the formula C13H18FNO2, with properties calculated with ωB97M-V/def2-TZVPD.

Structure (XYZ):
```
35
Properties=species:S:1:pos:R:3:lowdin_charge:R:1
C 0.872 0.652 5.360 -0.076
C 0.968 -0.831 5.007 -0.279
O 2.046 -1.154 4.159 -0.155
C 1.906 -0.702 2.830 -0.237
C 3.069 -1.259 2.015 -0.148
C 3.038 -0.766 0.568 -0.181
N 1.887 -1.254 -0.159 0.054
C 0.786 -0.495 -0.368 -0.493
O 0.713 0.668 -0.041 0.077
C -0.352 -1.252 -1.062 -0.059
C -1.208 -0.305 -1.850 -0.237
C -1.118 -0.252 -3.235 -0.031
C -1.879 0.648 -3.960 -0.008
C -2.723 1.503 -3.277 -0.278
F -3.471 2.383 -3.978 0.052
C -2.826 1.480 -1.899 0.001
C -2.063 0.570 -1.191 -0.029
H 0.120 0.792 6.132 0.072
H 1.830 1.006 5.731 0.078
H 0.590 1.244 4.493 0.066
H 1.149 -1.415 5.914 0.117
H 0.022 -1.167 4.555 0.116
H 0.945 -1.048 2.418 0.125
H 1.918 0.395 2.779 0.126
H 3.036 -2.350 2.045 0.116
H 4.001 -0.941 2.484 0.119
H 2.978 0.324 0.547 0.122
H 3.944 -1.087 0.046 0.119
H 1.855 -2.242 -0.355 0.141
H 0.059 -2.030 -1.707 0.115
H -0.944 -1.727 -0.275 0.130
H -0.449 -0.921 -3.757 0.113
H -1.820 0.696 -5.036 0.116
H -3.491 2.166 -1.399 0.118
H -2.123 0.546 -0.114 0.120
```

Results
Net charge   0
Electronic energy   -22075.934 eV
Relative energy (zero: lowest compared OMol25 entry of this formula, charge and spin)   0.0 kJ/mol
SMILES   CCOCCCNC(=O)Cc1ccc(F)cc1
Frontier orbital gap   9.65 eV

=====

No. 5
Below is one molecule with the formula C13H18N2O3S, with properties calculated with ωB97M-V/def2-TZVPD.

Structure (XYZ):
```
37
Properties=species:S:1:pos:R:3:lowdin_charge:R:1
C -3.790 -2.960 0.495 -0.116
O -3.641 -2.616 -0.860 -0.191
C -2.859 -1.470 -1.100 -0.230
C -3.527 -0.151 -0.667 -0.143
C -2.970 0.432 0.635 -0.229
N -1.652 0.992 0.459 -0.005
C -1.433 2.313 0.304 -0.861
S -2.609 3.463 0.473 0.630
N -0.175 2.732 -0.009 0.037
C 1.016 2.016 -0.143 -0.241
C 1.961 2.469 -1.066 -0.021
C 3.148 1.792 -1.242 0.010
C 3.429 0.651 -0.501 -0.206
C 2.515 0.228 0.468 -0.194
C 1.318 0.910 0.644 0.051
O 2.761 -0.848 1.280 -0.022
C 4.112 -1.257 1.269 -0.146
C 4.636 -1.305 -0.165 -0.150
O 4.603 -0.017 -0.739 -0.026
H -4.303 -3.920 0.510 0.089
H -2.815 -3.063 0.988 0.091
H -4.392 -2.226 1.043 0.083
H -2.704 -1.476 -2.181 0.123
H -1.878 -1.583 -0.609 0.115
H -3.404 0.597 -1.451 0.114
H -4.596 -0.333 -0.554 0.120
H -2.915 -0.334 1.414 0.115
H -3.615 1.243 0.980 0.062
H -0.939 0.367 0.111 0.114
H -0.132 3.714 -0.248 0.116
H 1.752 3.351 -1.652 0.114
H 3.878 2.125 -1.962 0.123
H 0.670 0.583 1.440 0.129
H 4.140 -2.243 1.736 0.133
H 4.719 -0.553 1.853 0.140
H 5.676 -1.632 -0.197 0.133
H 4.015 -1.994 -0.754 0.139
```

Results
Net charge   0
Electronic energy   -33730.359 eV
Relative energy (zero: lowest compared OMol25 entry of this formula, charge and spin)   232.7 kJ/mol
SMILES   COCCCNC(=S)Nc1ccc2c(c1)OCCO2
Frontier orbital gap   8.50 eV

=====

No. 6
Below is C13H18N2O3S as an isolated structure at a distorted geometry, with properties calculated with ωB97M-V/def2-TZVPD.

Structure (XYZ):
```
37
Properties=species:S:1:pos:R:3:lowdin_charge:R:1
C 2.806 3.280 0.421 -0.050
C 3.274 1.819 0.084 -0.086
H 3.078 1.625 -0.975 0.121
H 4.236 1.613 0.268 0.072
O 2.360 0.831 0.803 0.056
C 2.276 -0.385 0.753 -0.832
O 2.906 -0.943 0.008 0.189
C 1.379 -1.011 1.526 -0.096
H 1.307 -0.470 2.499 0.155
C 0.024 -1.144 0.989 -0.126
N -0.053 -0.145 -0.235 -0.099
C -0.411 -1.007 -1.545 -0.001
H 0.021 -0.694 -2.423 0.082
H -1.363 -1.241 -1.495 0.049
C 0.461 -2.430 -1.522 0.110
N -0.099 -3.202 -0.145 0.189
C -0.355 -2.737 0.931 -0.560
O -0.958 -3.226 1.873 0.054
H -0.114 -4.048 -0.428 0.067
H 0.292 -2.938 -2.193 -0.030
H 1.492 -2.202 -1.362 0.097
C -0.762 1.051 -0.030 -0.286
C -2.143 1.009 -0.035 -0.539
C -3.103 0.878 -0.935 -0.346
C -4.377 0.874 -0.906 -0.032
C -4.388 0.698 0.679 -0.393
S -2.925 0.614 1.444 1.100
H -5.313 0.748 1.264 0.051
H -5.301 0.605 -1.213 0.067
H -2.729 0.841 -2.076 0.164
H -0.219 1.594 0.626 0.081
H -0.397 1.475 -1.221 0.213
H -0.709 -0.622 1.716 0.113
H 1.770 -2.162 1.797 0.214
H 2.914 3.475 1.377 -0.009
H 3.393 4.124 -0.269 0.138
H 1.729 3.451 -0.047 0.106
```

Results
Net charge   0
Electronic energy   -33718.441 eV
Relative energy (zero: lowest compared OMol25 entry of this formula, charge and spin)   1382.6 kJ/mol
Frontier orbital gap   8.71 eV